No. 1
# C48H48F10O3P

A cluster of 8 separate species, C48H48F10O3P in total (ωB97M-V/def2-TZVPD, the Open Molecules 2025 dataset).

Positions of all 110 atoms, in Å:
C1 -4.26501 1.27769 5.72594
C2 -2.95754 1.99463 5.36945
P1 -1.61416 0.74945 4.89374
C3 -1.01390 1.66985 3.32944
O1 0.03971 2.69138 3.42176
C4 -0.31399 3.94643 3.54819
F1 -1.17401 4.37872 2.58383
F2 -0.90460 4.26365 4.71760
F3 0.78307 4.71889 3.45024
O2 -0.42079 1.52730 5.91050
C5 0.78363 0.82031 6.00806
C6 0.46548 -0.61877 5.65519
O3 -0.39438 -0.52935 4.55905
H1 -4.63818 1.56286 6.71490
H2 -5.06523 1.51147 5.01767
H3 -4.11689 0.19145 5.73084
H4 -3.11272 2.71094 4.55720
H5 -2.58890 2.58327 6.21407
H6 -2.06061 -0.10358 5.98591
H7 -2.52831 0.08582 3.96562
H8 -0.55931 0.90872 2.69909
H9 -1.87139 2.08909 2.79740
H10 1.26103 0.96915 6.98434
H11 1.48962 1.19617 5.24544
H12 -0.04214 -1.14106 6.48557
H13 1.37062 -1.18207 5.40199
F4 -0.58415 1.04393 0.39994
C7 0.35478 0.70106 -0.49349
C8 0.61407 -0.64066 -0.69949
C9 1.58457 -0.98973 -1.62804
C10 2.27577 -0.00952 -2.32753
C11 1.99710 1.33151 -2.09622
C12 1.02936 1.69902 -1.17109
H14 0.06853 -1.38125 -0.13089
H15 1.80322 -2.03595 -1.80047
H16 3.03144 -0.28711 -3.05124
H17 2.53908 2.09642 -2.63403
H18 0.79045 2.73452 -0.97042
F5 1.36915 -3.83415 5.82888
C13 1.08023 -4.24326 4.57462
C14 1.75356 -5.34627 4.08288
C15 1.45535 -5.78613 2.80097
C16 0.50157 -5.12525 2.03911
C17 -0.15518 -4.01938 2.56357
C18 0.12787 -3.56111 3.84288
H19 2.49215 -5.84213 4.69840
H20 1.97016 -6.65026 2.39991
H21 0.27046 -5.47241 1.04012
H22 -0.90103 -3.49591 1.97891
H23 -0.37615 -2.69203 4.25429
F6 3.23287 2.47508 -4.84518
C19 2.52615 1.97315 -5.88288
C20 3.09927 2.01044 -7.13866
C21 2.38299 1.48997 -8.20758
C22 1.11879 0.95350 -8.00736
C23 0.56886 0.93698 -6.73331
C24 1.27062 1.44546 -5.64856
H24 4.08513 2.43661 -7.26470
H25 2.81592 1.50332 -9.19995
H26 0.56553 0.54690 -8.84160
H27 -0.41837 0.52150 -6.57551
H28 0.86227 1.42451 -4.64768
F7 2.13339 2.54514 -11.85858
C25 1.24810 3.53627 -11.61319
C26 -0.00214 3.20304 -11.13416
C27 -0.90300 4.22586 -10.87483
C28 -0.54837 5.54876 -11.10202
C29 0.71639 5.85134 -11.58737
C30 1.63224 4.84107 -11.84663
H29 -0.25271 2.16498 -10.96389
H30 -1.88440 3.98494 -10.48827
H31 -1.25423 6.34205 -10.89647
H32 0.99725 6.88140 -11.76378
H33 2.62570 5.05125 -12.21809
F8 2.69983 4.99260 11.24956
C31 1.92004 4.48408 10.25870
C32 2.33560 4.62383 8.95064
C33 1.53149 4.09973 7.94618
C34 0.34041 3.45407 8.25242
C35 -0.04501 3.33328 9.58091
C36 0.74538 3.84805 10.60189
H34 3.26588 5.13148 8.73335
H35 1.83534 4.19111 6.91086
H36 -0.26844 3.04436 7.45517
H37 -0.97114 2.82882 9.82582
H38 0.46592 3.76064 11.64337
F9 0.21631 -1.80464 -9.34403
C37 0.87600 -2.86187 -8.82163
C38 1.85286 -3.47292 -9.58071
C39 2.52979 -4.55314 -9.03165
C40 2.22508 -4.99900 -7.75293
C41 1.23744 -4.36057 -7.01506
C42 0.55098 -3.27815 -7.54673
H39 2.07146 -3.10462 -10.57355
H40 3.30227 -5.04527 -9.60801
H41 2.75822 -5.84002 -7.33069
H42 0.99873 -4.70246 -6.01664
H43 -0.21555 -2.75795 -6.98919
F10 -2.93106 -2.73725 3.94636
C43 -3.56809 -3.84227 4.35123
C44 -4.69884 -4.24710 3.66698
C45 -5.35665 -5.39298 4.09117
C46 -4.88627 -6.11225 5.18136
C47 -3.74746 -5.68148 5.84999
C48 -3.07508 -4.54042 5.43769
H44 -5.04816 -3.66477 2.82530
H45 -6.24373 -5.72277 3.56529
H46 -5.40510 -7.00352 5.50910
H47 -3.37622 -6.23617 6.70219
H48 -2.18398 -4.19036 5.94093

Summary:
LUMO level = 1.76 eV
frontier orbital gap = 6.5 eV
strongest force on any atom = 0.012 Eh/bohr
net charge = -1
E_tot = -3423.61697 Eh
HOMO = -4.69 eV


No. 2
# C48H49B2BiF2N9OP2S2

A structure of composition C48H49B2BiF2N9OP2S2 (ωB97M-V/def2-TZVPD, the Open Molecules 2025 dataset).

Positions of all 116 atoms, in Å:
Bi1 0.58305 1.21907 -0.54399
C1 -1.16648 3.10364 3.89459
C2 -1.04194 1.93720 3.11203
N1 0.07903 1.94311 2.40489
N2 0.70591 3.09735 2.72775
C3 -0.01678 3.81071 3.61450
B1 2.13827 3.43666 2.25701
N3 2.18770 4.14054 0.87620
C4 2.80980 5.30750 0.64069
C5 2.75819 5.56305 -0.71727
C6 2.06561 4.45814 -1.23432
N4 1.71883 3.62648 -0.26161
N5 3.01161 2.17062 2.24283
C7 3.89559 1.80348 3.19192
C8 4.44360 0.59588 2.81443
C9 3.80812 0.30281 1.58945
N6 2.94153 1.24981 1.25659
H1 -1.96505 3.37342 4.56665
H2 -1.72255 1.09848 3.03385
H3 0.34762 4.75201 3.99513
H4 2.61122 4.21780 3.04999
H5 3.24629 5.87288 1.44848
H6 3.16030 6.40829 -1.25036
H7 1.78468 4.23908 -2.25452
H8 4.08653 2.43175 4.04758
H9 5.19097 0.02048 3.33561
H10 3.95347 -0.54989 0.93623
C10 -3.93095 -1.00142 0.01121
C11 -3.36087 -1.24790 1.42873
P1 -1.49521 -1.24481 1.39153
C12 -1.08137 -1.11331 3.17417
C13 0.20240 -0.65158 3.47677
C14 0.61740 -0.50087 4.79230
C15 -0.25989 -0.79117 5.82916
C16 -1.54879 -1.22648 5.54363
C17 -1.95691 -1.38382 4.22454
C18 -1.22198 -3.03963 1.05112
C19 -1.17584 -4.03685 2.02327
C20 -0.94330 -5.36064 1.66910
C21 -0.75171 -5.70690 0.33801
C22 -0.80153 -4.72305 -0.64052
C23 -1.03111 -3.40042 -0.28471
P2 -3.28250 0.61023 -0.63721
C24 -4.35873 1.79363 0.28479
C25 -3.78226 2.95351 0.79376
C26 -4.55486 3.91169 1.44355
C27 -5.91842 3.71459 1.59297
C28 -6.50878 2.55841 1.08963
C29 -5.73478 1.61243 0.43800
C30 -4.10702 0.71657 -2.28201
C31 -4.51125 1.95344 -2.78830
C32 -5.01256 2.06631 -4.07667
C33 -5.11969 0.94480 -4.88823
C34 -4.71655 -0.28944 -4.40101
C35 -4.20942 -0.39967 -3.11289
H11 -5.02025 -1.01791 0.01132
H12 -3.58888 -1.79374 -0.66073
H13 -3.71564 -2.19670 1.83095
H14 -3.69048 -0.44427 2.09413
H15 0.87039 -0.36312 2.66938
H16 1.61525 -0.12875 4.99623
H17 0.05177 -0.65979 6.85847
H18 -2.24029 -1.44195 6.35023
H19 -2.96735 -1.71899 4.02130
H20 -1.29946 -3.78176 3.06940
H21 -0.89687 -6.12211 2.43904
H22 -0.55313 -6.73654 0.06663
H23 -0.64200 -4.98059 -1.68090
H24 -1.02825 -2.62811 -1.04859
H25 -2.71598 3.11384 0.68319
H26 -4.08117 4.80419 1.83377
H27 -6.52403 4.45751 2.09730
H28 -7.57565 2.40189 1.19769
H29 -6.21460 0.73228 0.02577
H30 -4.41853 2.84118 -2.17369
H31 -5.30860 3.03845 -4.45152
H32 -5.50233 1.03507 -5.89707
H33 -4.77863 -1.16974 -5.02971
H34 -3.86925 -1.36847 -2.76734
C36 3.17797 1.09414 -5.27447
C37 4.29487 0.81219 -4.27711
N7 4.05501 -0.35983 -3.42564
C38 4.53940 -1.65537 -3.90038
C39 3.48497 -2.47987 -4.63408
C40 3.38495 -0.29411 -2.25471
S1 3.00628 1.29496 -1.64128
N8 3.20195 -1.44793 -1.64315
C41 2.37549 -1.76936 -0.65408
O1 1.28468 -1.24321 -0.35564
C42 2.76631 -3.00069 0.11566
C43 3.57614 -3.98212 -0.45001
C44 3.90235 -5.11990 0.27260
C45 3.43425 -5.27896 1.57250
C46 2.62745 -4.30179 2.14016
C47 2.28597 -3.17333 1.40842
H35 3.43460 1.96711 -5.87924
H36 2.24365 1.29993 -4.75346
H37 3.01736 0.24826 -5.94560
H38 4.43367 1.67947 -3.63961
H39 5.23698 0.62978 -4.79515
H40 4.88998 -2.21121 -3.03340
H41 5.39429 -1.45850 -4.54822
H42 2.57627 -2.53918 -4.03416
H43 3.85668 -3.49394 -4.80557
H44 3.23077 -2.04389 -5.60130
H45 3.93615 -3.84471 -1.46139
H46 4.52302 -5.88511 -0.17812
H47 3.69522 -6.16541 2.13775
H48 2.25504 -4.41741 3.15144
H49 1.64429 -2.41440 1.83946
F1 0.86868 -0.34934 -3.51834
B2 0.01877 0.00629 -2.55607
F2 -1.15250 -0.65331 -2.61647
S2 -1.10604 3.15695 -1.75636
C48 -0.78876 2.74740 -3.35200
N9 -0.57087 2.42653 -4.44725

Summary:
LUMO level = 2.44 eV
ΔE to the lowest compared entry with this formula, charge and spin = 34.0 kJ/mol
frontier orbital gap = 7.7 eV
strongest force on any atom = 0.020 Eh/bohr
net charge = -1
E_tot = -4370.00088 Eh
HOMO = -5.26 eV